Entry 1:
{
  "formula": "C22H22BN9O2Pd",
  "method": "wB97M-V/def2-TZVPD",
  "species": ["Pd", "B", "N", "C", "C", "C", "N", "N", "C", "C", "C", "N", "H", "H", "H", "H", "H", "H", "H", "H", "C", "C", "C", "C", "C", "C", "N", "N", "C", "C", "C", "C", "C", "N", "H", "H", "H", "H", "H", "H", "H", "H", "H", "C", "N", "C", "C", "C", "O", "N", "C", "O", "H", "H", "H", "H", "H"],
  "coordinates": [[0.072, -0.673, 0.621], [3.503, 1.001, 0.944], [3.225, -0.484, 0.462], [4.267, -1.286, 0.183], [3.800, -2.555, -0.116], [2.414, -2.436, 0.007], [2.094, -1.195, 0.357], [2.350, 1.967, 0.704], [2.443, 3.206, 0.183], [1.219, 3.826, 0.327], [0.423, 2.856, 0.955], [1.119, 1.752, 1.188], [4.439, 1.375, 0.269], [3.812, 0.954, 2.118], [5.266, -0.887, 0.212], [4.373, -3.425, -0.391], [1.616, -3.144, -0.158], [3.366, 3.537, -0.264], [0.937, 4.810, -0.011], [-0.625, 2.888, 1.213], [-4.735, 1.713, -1.240], [-3.366, 1.875, -1.470], [-2.424, 1.202, -0.724], [-2.798, 0.296, 0.306], [-4.192, 0.186, 0.565], [-5.115, 0.870, -0.200], [-1.867, -0.364, 1.013], [-2.314, -0.963, 2.185], [-1.347, -1.306, 2.968], [-1.578, -1.852, 4.282], [-0.534, -2.162, 5.091], [0.802, -1.959, 4.656], [0.984, -1.452, 3.389], [-0.023, -1.151, 2.567], [-5.472, 2.248, -1.829], [-3.019, 2.561, -2.238], [-1.374, 1.408, -0.878], [-4.518, -0.460, 1.368], [-6.170, 0.736, 0.027], [-2.605, -1.985, 4.595], [-0.728, -2.565, 6.081], [1.654, -2.193, 5.280], [1.976, -1.276, 2.988], [0.319, 1.283, -4.443], [0.063, 0.103, -3.650], [-0.439, -1.042, -4.192], [-0.691, -2.112, -3.428], [-0.441, -2.047, -1.985], [-0.557, -3.053, -1.283], [-0.071, -0.837, -1.473], [0.261, 0.221, -2.252], [0.716, 1.280, -1.847], [0.172, 1.048, -5.497], [1.341, 1.627, -4.281], [-0.353, 2.092, -4.151], [-0.600, -1.024, -5.263], [-1.070, -3.035, -3.838]],
  "nbo_charge": [0.894, 0.213, -0.264, -0.042, -0.376, -0.055, -0.288, -0.317, -0.039, -0.386, -0.063, -0.284, -0.081, -0.076, 0.204, 0.203, 0.244, 0.194, 0.197, 0.206, -0.362, -0.200, -0.300, 0.179, -0.273, -0.224, -0.427, -0.401, 0.311, -0.273, -0.202, -0.431, 0.089, -0.555, 0.176, 0.182, 0.232, 0.215, 0.176, 0.199, 0.180, 0.191, 0.202, -0.386, -0.450, 0.063, -0.391, 0.622, -0.666, -0.663, 0.782, -0.667, 0.175, 0.213, 0.207, 0.180, 0.212],
  "total_energy_ev": -44835.50215,
  "lumo_energy_ev": 4.80,
  "homo_ev": 0.206,
  "charge": -2
}


Entry 2:
{
  "formula": "C4H6AsF9N4O14Pt",
  "method": "wB97M-V/def2-TZVPD",
  "species": ["Pt", "N", "O", "O", "O", "N", "O", "O", "O", "N", "O", "O", "O", "N", "O", "O", "O", "As", "F", "F", "F", "F", "F", "F", "C", "O", "O", "C", "F", "F", "F", "C", "C", "H", "H", "H", "H", "H", "H"],
  "coordinates": [[-11.763, -8.411, 20.362], [-11.908, -6.378, 22.874], [-11.903, -6.311, 24.061], [-12.058, -7.446, 22.309], [-11.784, -5.420, 22.222], [-12.661, -5.497, 18.694], [-12.271, -6.604, 19.002], [-12.025, -4.898, 17.831], [-13.629, -5.153, 19.242], [-12.684, -11.717, 21.054], [-12.231, -10.584, 20.975], [-13.189, -12.373, 20.185], [-12.633, -12.315, 22.150], [-11.608, -9.786, 17.307], [-12.551, -9.424, 17.966], [-11.698, -10.654, 16.417], [-10.581, -9.148, 17.417], [-15.718, -8.675, 20.358], [-15.915, -8.101, 18.669], [-16.143, -7.050, 21.009], [-15.501, -9.312, 22.017], [-15.307, -10.333, 19.846], [-13.919, -8.333, 20.419], [-17.460, -9.153, 20.433], [-8.573, -9.395, 21.343], [-8.539, -10.674, 20.777], [-9.600, -8.645, 20.830], [-8.421, -9.594, 22.920], [-7.308, -10.271, 23.224], [-8.283, -8.522, 23.614], [-9.449, -10.232, 23.460], [-7.909, -10.619, 19.470], [-8.112, -12.002, 18.778], [-9.067, -12.026, 18.252], [-7.509, -12.012, 17.870], [-7.812, -12.780, 19.480], [-6.820, -10.637, 19.517], [-8.155, -9.853, 18.735], [-7.612, -8.981, 21.035]],
  "mulliken_spin": [2.083, 0.005, 0.022, 0.125, -0.003, -0.004, 0.123, 0.036, 0.013, 0.002, 0.055, 0.002, 0.023, 0.004, 0.090, 0.014, 0.012, 0.010, 0.003, 0.003, 0.003, 0.002, 0.024, 0.000, 0.003, 0.000, 0.307, 0.012, 0.001, 0.001, 0.001, 0.003, 0.000, 0.000, 0.000, 0.000, 0.000, -0.003, 0.028],
  "total_energy_ev": -127395.46970,
  "lumo_energy_ev": [6.51, 3.89],
  "homo_ev": [-0.692, -0.567],
  "charge": -3,
  "multiplicity": 4,
  "s2": 3.760
}


Entry 3:
{
  "formula": "C19H25N3OS",
  "method": "wB97M-V/def2-TZVPD",
  "species": ["C", "S", "C", "C", "C", "C", "C", "O", "C", "C", "C", "C", "N", "C", "C", "C", "N", "C", "C", "C", "N", "C", "C", "C", "H", "H", "H", "H", "H", "H", "H", "H", "H", "H", "H", "H", "H", "H", "H", "H", "H", "H", "H", "H", "H", "H", "H", "H", "H"],
  "coordinates": [[-5.221, 4.576, -1.235], [-3.735, 5.291, -1.995], [-2.472, 4.111, -1.675], [-1.202, 4.414, -2.170], [-0.158, 3.545, -1.966], [-0.336, 2.354, -1.253], [0.847, 1.481, -1.073], [1.843, 1.630, -1.750], [0.780, 0.432, 0.023], [0.764, 1.113, 1.397], [0.763, 0.037, 2.477], [1.952, -0.901, 2.289], [1.890, -1.525, 0.979], [2.891, -2.568, 0.822], [2.548, -3.533, -0.315], [1.122, -4.079, -0.182], [0.958, -4.838, 1.026], [0.445, -4.412, 2.196], [0.550, -5.458, 3.084], [1.152, -6.483, 2.342], [1.393, -6.091, 1.106], [1.980, -0.511, -0.056], [-1.610, 2.060, -0.770], [-2.667, 2.924, -0.979], [-5.076, 4.464, -0.165], [-5.459, 3.626, -1.705], [-6.017, 5.289, -1.425], [-1.058, 5.335, -2.714], [0.827, 3.768, -2.348], [-0.131, -0.162, -0.091], [-0.108, 1.761, 1.499], [1.658, 1.733, 1.497], [0.812, 0.494, 3.467], [-0.161, -0.541, 2.412], [1.923, -1.686, 3.049], [2.890, -0.332, 2.422], [2.926, -3.135, 1.756], [3.896, -2.146, 0.649], [2.642, -3.041, -1.282], [3.252, -4.366, -0.288], [0.417, -3.246, -0.161], [0.902, -4.735, -1.028], [0.053, -3.422, 2.306], [0.238, -5.486, 4.108], [1.411, -7.475, 2.656], [1.986, -0.994, -1.034], [2.909, 0.079, 0.031], [-1.801, 1.139, -0.240], [-3.640, 2.660, -0.596]],
  "nbo_charge": [-0.743, 0.277, -0.147, -0.237, -0.128, -0.210, 0.598, -0.547, -0.336, -0.390, -0.400, -0.215, -0.464, -0.219, -0.413, -0.210, -0.166, -0.051, -0.353, -0.060, -0.274, -0.208, -0.098, -0.282, 0.221, 0.221, 0.240, 0.222, 0.237, 0.217, 0.217, 0.207, 0.213, 0.197, 0.205, 0.163, 0.206, 0.178, 0.206, 0.226, 0.218, 0.220, 0.221, 0.226, 0.207, 0.209, 0.182, 0.204, 0.215],
  "total_energy_ev": -37461.76914,
  "lumo_energy_ev": 0.24,
  "homo_ev": -8.413,
  "e_above_lowest_ev": 1.974,
  "smiles": "CSc1ccc(C(=O)[C@@H]2CCCN(CCCn3cccn3)C2)cc1"
}


Entry 4:
{
  "formula": "C7H6",
  "method": "wB97M-V/def2-TZVPD",
  "species": ["C", "C", "C", "C", "C", "C", "C", "H", "H", "H", "H", "H", "H"],
  "coordinates": [[-2.326, 1.663, 0.683], [-2.488, 0.590, 0.176], [-2.316, -0.728, -0.251], [-1.198, -1.401, -0.403], [0.450, -0.724, -0.136], [1.558, -0.154, 0.073], [2.929, 0.373, -0.060], [-2.094, 2.647, 1.031], [-3.174, -1.417, -0.396], [-1.027, -2.451, -0.409], [2.983, 0.750, -1.135], [3.585, -0.456, 0.233], [3.119, 1.307, 0.596]],
  "nbo_charge": [-0.154, -0.059, -0.301, -0.079, -0.097, -0.042, -0.693, 0.238, 0.241, 0.223, 0.245, 0.243, 0.235],
  "total_energy_ev": -7349.98701,
  "lumo_energy_ev": 0.54,
  "homo_ev": -9.015,
  "e_above_lowest_ev": 3.512,
  "smiles": "C#C/C=C\\C#CC"
}


Entry 5:
{
  "formula": "C17H33Cl20NO4",
  "method": "wB97M-V/def2-TZVPD",
  "species": ["C", "C", "O", "C", "O", "C", "C", "C", "N", "C", "O", "O", "H", "H", "H", "H", "H", "H", "H", "H", "H", "H", "H", "H", "H", "Cl", "C", "Cl", "H", "H", "Cl", "C", "Cl", "H", "H", "Cl", "C", "Cl", "H", "H", "Cl", "C", "Cl", "H", "H", "Cl", "C", "Cl", "H", "H", "Cl", "C", "Cl", "H", "H", "Cl", "C", "Cl", "H", "H", "Cl", "C", "Cl", "H", "H", "Cl", "C", "Cl", "H", "H", "Cl", "C", "Cl", "H", "H"],
  "coordinates": [[1.567, 0.057, 1.713], [1.802, 1.449, 1.158], [0.675, 1.925, 0.403], [-0.424, 2.101, 1.187], [-0.442, 2.840, 2.061], [-1.603, 1.260, 0.776], [-2.918, 1.792, 1.344], [-4.079, 1.043, 0.639], [-4.814, 0.186, 1.589], [-4.113, -1.001, 1.890], [-3.774, -1.306, 2.957], [-3.824, -1.823, 0.833], [2.462, -0.379, 2.143], [0.777, 0.090, 2.466], [1.227, -0.624, 0.933], [2.109, 2.147, 1.930], [2.632, 1.397, 0.458], [-1.660, 1.350, -0.310], [-1.448, 0.216, 1.032], [-3.009, 2.861, 1.204], [-3.032, 1.546, 2.394], [-4.777, 1.733, 0.182], [-3.663, 0.440, -0.172], [-5.690, -0.110, 1.163], [-2.865, -1.963, 0.884], [-1.518, -2.091, -0.974], [-1.925, -3.399, -2.090], [-3.625, -3.347, -2.568], [-1.307, -3.296, -2.974], [-1.727, -4.345, -1.597], [-1.296, -0.562, -4.656], [0.336, -1.043, -5.140], [1.225, -1.788, -3.807], [0.262, -1.757, -5.953], [0.878, -0.161, -5.465], [-1.430, -5.295, 0.608], [-0.683, -4.578, 2.044], [-0.265, -2.876, 1.806], [-1.392, -4.640, 2.864], [0.222, -5.128, 2.279], [-3.242, -3.926, 6.542], [-2.323, -2.733, 5.611], [-0.578, -3.008, 5.743], [-2.610, -2.806, 4.568], [-2.551, -1.743, 5.989], [3.413, 0.750, -4.008], [3.425, 1.663, -2.495], [4.338, 0.825, -1.232], [3.886, 2.624, -2.672], [2.401, 1.797, -2.157], [5.270, 4.497, -4.759], [3.910, 5.409, -4.091], [2.475, 4.395, -3.917], [4.189, 5.789, -3.115], [3.676, 6.230, -4.760], [0.144, 3.664, -6.717], [0.806, 5.122, -7.464], [2.574, 5.121, -7.440], [0.472, 5.168, -8.494], [0.449, 5.987, -6.917], [5.219, -0.352, 2.334], [5.124, -1.532, 3.640], [3.445, -1.786, 4.138], [5.536, -2.474, 3.295], [5.690, -1.166, 4.488], [3.003, 4.849, 1.275], [1.688, 5.356, 0.211], [2.303, 6.251, -1.189], [1.162, 4.473, -0.139], [1.015, 5.998, 0.767], [-2.147, -6.159, 4.490], [-2.541, -7.582, 3.513], [-4.221, -7.554, 2.972], [-1.895, -7.599, 2.641], [-2.381, -8.469, 4.114]],
  "lowdin_charge": [-0.097, -0.249, -0.040, -0.557, 0.198, -0.095, -0.143, -0.186, 0.046, -0.606, 0.164, 0.015, -0.015, 0.078, 0.056, 0.094, 0.036, 0.130, 0.104, 0.115, 0.118, 0.116, 0.100, 0.131, -0.008, 0.549, -1.007, 0.529, -0.009, -0.055, 0.511, -1.012, 0.498, 0.027, 0.002, 0.585, -0.994, 0.541, -0.071, 0.037, 0.488, -1.020, 0.492, -0.006, 0.030, 0.511, -1.036, 0.547, -0.040, 0.022, 0.521, -1.027, 0.508, -0.012, 0.013, 0.492, -1.016, 0.513, 0.023, 0.026, 0.530, -1.002, 0.533, 0.027, 0.026, 0.545, -0.991, 0.525, 0.013, 0.031, 0.543, -0.995, 0.520, 0.006, 0.027],
  "total_energy_ev": -278292.71864,
  "lumo_energy_ev": 0.39,
  "homo_ev": -9.930,
  "smiles": "CCOC(=O)CCCNC(=O)O.ClCCl.ClCCl.ClCCl.ClCCl.ClCCl.ClCCl.ClCCl.ClCCl.ClCCl.ClCCl"
}


Entry 6:
{
  "formula": "C11H24CdN5O4PS",
  "method": "wB97M-V/def2-TZVPD",
  "species": ["Cd", "N", "C", "C", "O", "N", "C", "C", "O", "O", "H", "H", "H", "H", "H", "H", "C", "P", "C", "C", "O", "H", "H", "H", "H", "H", "H", "H", "H", "H", "N", "C", "N", "S", "H", "H", "H", "H", "C", "C", "C", "N", "H", "H", "H", "H", "H"],
  "coordinates": [[0.213, -0.587, 0.832], [-0.125, -2.951, 0.972], [-0.095, -3.250, 2.415], [0.931, -2.374, 3.153], [1.738, -2.926, 3.898], [0.810, -1.073, 2.900], [1.869, -0.218, 3.390], [2.285, 0.872, 2.392], [2.771, 1.923, 2.847], [2.064, 0.679, 1.159], [-0.929, -3.365, 0.514], [0.707, -3.309, 0.511], [0.148, -4.292, 2.631], [-1.091, -3.029, 2.807], [2.765, -0.802, 3.634], [1.583, 0.292, 4.319], [1.183, 1.299, -2.288], [1.262, -0.480, -2.487], [2.807, -0.825, -3.325], [-0.053, -0.934, -3.619], [1.178, -1.206, -1.179], [1.108, 1.799, -3.254], [2.085, 1.633, -1.774], [0.322, 1.563, -1.666], [2.873, -0.285, -4.268], [2.884, -1.895, -3.515], [3.627, -0.526, -2.675], [0.051, -0.429, -4.577], [-1.008, -0.672, -3.165], [-0.030, -2.013, -3.775], [-0.170, 2.267, 3.029], [-0.127, 2.479, 1.718], [0.843, 3.272, 1.252], [-1.287, 1.715, 0.695], [0.654, 2.479, 3.585], [-0.798, 1.549, 3.358], [1.731, 3.227, 1.778], [0.943, 3.241, 0.248], [-4.153, 1.583, -2.015], [-4.315, 0.495, -0.955], [-3.121, -0.344, -0.856], [-2.153, -0.938, -0.701], [-5.057, 2.186, -2.060], [-3.979, 1.151, -2.999], [-3.317, 2.232, -1.763], [-5.173, -0.149, -1.157], [-4.457, 0.935, 0.034]],
  "nbo_charge": [1.669, -0.898, -0.308, 0.614, -0.684, -0.857, -0.360, 0.778, -0.768, -0.870, 0.382, 0.386, 0.200, 0.200, 0.238, 0.187, -1.040, 1.972, -1.013, -1.017, -1.176, 0.241, 0.268, 0.273, 0.242, 0.254, 0.264, 0.241, 0.261, 0.254, -0.773, 0.384, -0.782, -0.475, 0.431, 0.422, 0.447, 0.402, -0.593, -0.518, 0.360, -0.412, 0.222, 0.211, 0.231, 0.248, 0.264],
  "total_energy_ev": -52129.43399,
  "lumo_energy_ev": 0.22,
  "homo_ev": -7.780
}


Entry 7:
{
  "formula": "C11H12N2OS2",
  "method": "wB97M-V/def2-TZVPD",
  "species": ["C", "C", "N", "C", "O", "C", "C", "C", "C", "C", "C", "C", "S", "N", "C", "S", "H", "H", "H", "H", "H", "H", "H", "H", "H", "H", "H", "H"],
  "coordinates": [[4.390, 2.181, -0.422], [3.170, 2.789, 0.259], [2.061, 1.863, 0.273], [1.037, 1.859, -0.659], [0.916, 2.638, -1.575], [0.172, 0.732, -0.264], [-0.962, 0.378, -0.914], [-1.861, -0.678, -0.619], [-3.005, -0.990, -1.319], [-3.701, -2.090, -0.797], [-3.112, -2.639, 0.305], [-3.560, -3.800, 1.115], [-1.662, -1.788, 0.718], [0.767, 0.180, 0.850], [1.903, 0.852, 1.181], [2.880, 0.504, 2.447], [5.203, 2.901, -0.429], [4.716, 1.293, 0.116], [4.153, 1.908, -1.447], [3.404, 3.051, 1.294], [2.831, 3.675, -0.282], [-1.212, 0.986, -1.774], [-3.323, -0.436, -2.183], [-4.614, -2.470, -1.219], [-2.798, -4.579, 1.127], [-3.744, -3.501, 2.147], [-4.477, -4.211, 0.699], [0.428, -0.610, 1.374]],
  "nbo_charge": [-0.616, -0.221, -0.447, 0.656, -0.567, 0.036, -0.178, -0.245, -0.196, -0.269, -0.153, -0.642, 0.391, -0.581, 0.272, -0.170, 0.217, 0.223, 0.211, 0.227, 0.229, 0.247, 0.226, 0.227, 0.228, 0.228, 0.229, 0.437],
  "total_energy_ev": -38300.79671,
  "lumo_energy_ev": -0.72,
  "homo_ev": -7.914,
  "e_above_lowest_ev": 0.000,
  "smiles": "CCN1C(=O)/C(=C/c2ccc(C)s2)NC1=S"
}


Entry 8:
{
  "formula": "C4H7NO2",
  "method": "wB97M-V/def2-TZVPD",
  "species": ["O", "C", "C", "N", "C", "C", "O", "H", "H", "H", "H", "H", "H", "H"],
  "coordinates": [[-1.722, -0.530, 1.447], [-0.800, -0.106, 0.791], [-0.159, 1.260, 0.885], [0.945, 1.200, -0.061], [0.694, 0.163, -1.076], [-0.185, -0.874, -0.380], [-1.211, -1.333, -1.230], [-0.946, 1.995, 0.647], [0.176, 1.470, 1.907], [1.134, 2.098, -0.488], [1.651, -0.259, -1.400], [0.148, 0.519, -1.962], [0.406, -1.714, 0.021], [-1.923, -1.642, -0.649]],
  "nbo_charge": [-0.529, 0.585, -0.344, -0.622, -0.239, -0.022, -0.700, 0.207, 0.225, 0.371, 0.203, 0.191, 0.188, 0.484],
  "total_energy_ev": -9845.93843,
  "lumo_energy_ev": 0.86,
  "homo_ev": -9.345,
  "e_above_lowest_ev": 1.341,
  "smiles": "O=C1CNC[C@@H]1O"
}